# 1
Entry from the OMol25 dataset: a structure of composition C38H34BrLuN6O8Se3 in a non-equilibrium geometry (ωB97M-V/def2-TZVPD).

```
91
Properties=species:S:1:pos:R:3:lowdin_charge:R:1
Lu 0.514 0.601 -0.032 1.488
O 2.237 -2.905 1.746 0.011
C 2.645 -3.742 0.772 -0.282
C 3.388 -4.870 1.116 -0.013
C 3.852 -5.725 0.138 -0.092
C 3.570 -5.480 -1.197 -0.101
C 2.828 -4.367 -1.541 -0.047
C 2.356 -3.491 -0.574 -0.109
C 1.634 -2.222 -1.004 -0.426
O 1.674 -1.214 -0.100 -0.464
N 0.211 -2.551 -1.312 0.020
N -0.694 -1.586 -1.195 -0.028
C -1.858 -1.721 -1.730 -0.187
C -2.960 -0.842 -1.483 -0.548
Br -2.718 0.429 -0.043 0.914
C -4.188 -0.914 -2.036 -0.102
C -4.659 -1.854 -3.045 -0.229
C -5.942 -2.386 -2.882 -0.037
C -6.434 -3.325 -3.766 -0.083
C -5.674 -3.719 -4.858 -0.089
C -4.424 -3.159 -5.058 -0.080
C -3.914 -2.238 -4.159 -0.047
H 1.933 -2.091 1.257 0.036
H 3.609 -5.035 2.159 0.114
H 4.450 -6.580 0.414 0.101
H 3.942 -6.142 -1.965 0.096
H 2.620 -4.158 -2.582 0.112
H 2.102 -1.935 -1.978 0.132
H 0.061 -3.277 -2.014 0.148
H -2.088 -2.591 -2.355 0.125
H -4.949 -0.255 -1.643 0.101
H -6.538 -2.076 -2.036 0.113
H -7.414 -3.750 -3.612 0.103
H -6.057 -4.457 -5.545 0.101
H -3.845 -3.438 -5.925 0.103
H -2.952 -1.784 -4.338 0.111
O -3.475 2.912 6.054 -0.053
C -2.929 3.822 5.128 -0.210
C -2.117 3.093 4.095 -0.169
C -1.418 3.778 3.112 0.018
C -0.738 3.050 2.147 -0.108
N -0.690 1.722 2.120 0.022
C -1.337 1.052 3.087 -0.236
C -2.065 1.707 4.078 0.057
C -1.286 -0.423 3.024 -0.224
C -1.927 -1.210 3.979 0.053
C -2.000 -2.586 3.814 -0.178
C -2.733 -3.434 4.824 -0.218
O -2.222 -3.282 6.127 -0.045
C -1.371 -3.130 2.705 0.020
C -0.695 -2.283 1.842 -0.117
N -0.645 -0.965 1.975 0.064
H -4.090 3.373 6.632 0.096
H -2.288 4.558 5.636 0.133
H -3.723 4.373 4.605 0.136
H -1.402 4.855 3.079 0.124
H -0.208 3.568 1.360 0.093
H -2.605 1.177 4.842 0.106
H -2.388 -0.775 4.851 0.118
H -2.715 -4.487 4.514 0.121
H -3.775 -3.108 4.882 0.132
H -1.300 -3.563 6.137 0.097
H -1.398 -4.192 2.511 0.118
H -0.181 -2.703 0.992 0.087
Se 3.446 1.340 -0.480 0.818
Se 4.408 -0.510 0.540 0.774
C 3.489 -0.255 2.207 -0.655
C 4.032 -0.829 3.357 -0.102
C 3.542 -0.431 4.583 -0.056
C 2.556 0.550 4.620 -0.053
C 2.039 1.001 3.422 -0.134
N 2.463 0.585 2.232 -0.009
C 3.052 0.669 -2.237 -0.615
C 4.033 0.629 -3.218 -0.074
C 3.653 0.265 -4.497 -0.048
C 2.315 0.001 -4.743 -0.036
C 1.414 0.069 -3.691 -0.119
N 1.784 0.367 -2.454 -0.044
H 4.835 -1.546 3.261 0.107
H 3.946 -0.836 5.499 0.109
H 2.213 0.959 5.556 0.102
H 1.277 1.766 3.400 0.094
H 5.051 0.888 -2.967 0.105
H 4.382 0.213 -5.294 0.110
H 1.977 -0.250 -5.735 0.105
H 0.354 -0.104 -3.833 0.118
O -0.877 3.971 -1.266 -0.421
Se 0.183 2.824 -1.480 0.678
O 1.043 2.578 -0.073 -0.691
O -0.566 1.359 -1.637 -0.658
O 1.202 3.087 -2.662 -0.413
```

The molar mass is 1194.48 g/mol. The value obtained for the HOMO-LUMO gap is 7.38 eV. For the relative energy (zero: lowest compared OMol25 entry of this formula, charge and spin), the calculation gives 0.0 kcal per mole. Its charge is 0. The electronic energy is -13412.8000 hartree.

---

# 2
Entry from the OMol25 dataset: a structure of composition C18H19BeIN2S in a non-equilibrium geometry (ωB97M-V/def2-TZVPD).

```
42
Properties=species:S:1:pos:R:3:lowdin_charge:R:1
C 0.258 1.697 0.155 -0.266
C 2.957 0.644 -1.103 -0.265
H -0.116 2.723 -0.073 0.005
H 1.159 1.901 0.760 0.006
H -0.435 1.235 0.859 -0.015
H 3.442 0.520 -2.059 -0.020
H 3.239 1.644 -0.703 0.012
H 3.249 -0.114 -0.346 0.031
C -2.233 1.614 -1.182 -0.146
C -3.572 1.363 -1.499 -0.043
C -3.875 0.135 -2.084 -0.065
C -2.854 -0.787 -2.318 -0.006
H -1.930 2.595 -0.806 0.107
H -4.313 2.128 -1.257 0.106
H -4.914 -0.116 -2.344 0.112
H -3.049 -1.746 -2.797 0.095
N -1.313 0.681 -1.297 0.001
C -1.529 -0.490 -1.901 -0.197
C -0.362 -1.415 -2.102 -0.154
N 0.875 -1.016 -1.647 0.082
C 1.863 -1.923 -1.794 -0.113
C 0.519 -3.552 -2.893 -0.044
C 1.750 -3.174 -2.382 -0.048
H 2.879 -1.647 -1.455 0.102
H 2.640 -3.800 -2.443 0.113
C -0.532 -2.651 -2.750 -0.006
H -1.510 -2.899 -3.149 0.100
H 0.386 -4.513 -3.412 0.120
Be 1.226 0.762 -0.921 -0.200
I 1.133 2.105 -2.958 0.554
S 0.308 -1.508 1.896 0.749
C 0.347 -0.334 3.072 -0.780
C 1.585 -0.006 3.711 -0.106
C 1.636 1.025 4.637 -0.085
C 0.478 1.739 4.976 -0.064
C -0.750 1.424 4.362 -0.076
C -0.821 0.393 3.436 -0.119
H 2.470 -0.570 3.424 0.098
H 2.596 1.272 5.106 0.109
H 0.525 2.542 5.721 0.108
H -1.646 1.991 4.603 0.105
H -1.762 0.126 2.956 0.104
```

The molar mass is 431.35 g/mol. The value obtained for the HOMO-LUMO gap (alpha / beta) is 5.69 / 5.19 eV. Its charge is 0. The electronic energy is -1517.3463 hartree.